# 1
This record from OMol25 describes a cluster of 5 separate species, C21H33BBrF12NO12P in total. The level of theory is ωB97M-V/def2-TZVPD.

The geometry in XYZ format:
```
82
Properties=species:S:1:pos:R:3:mulliken_charge:R:1
Br -3.93727 -1.53912 0.10879 -0.208
P 1.09512 0.57690 2.41558 0.781
F -1.69829 -2.58687 6.43218 -0.280
F -1.92849 -3.71621 -3.72275 -0.269
F -2.63000 -1.68804 -3.40142 -0.223
F 3.32279 4.11116 -2.42616 -0.252
F -3.85643 -2.42006 6.49483 -0.246
F 9.13151 9.41859 -2.47716 -0.243
F 8.91244 7.82742 -1.02546 -0.253
F 1.66747 3.23299 -1.33432 -0.212
F 9.55180 7.37585 -3.04719 -0.248
F -3.60871 -3.34133 -2.40376 -0.242
F 1.28850 4.65649 -2.93079 -0.277
F -2.69066 -2.03035 8.27984 -0.277
O -3.93044 -4.88393 7.57250 -0.530
O 6.52609 8.91810 -2.84707 -0.511
O 0.87190 1.83981 -3.38416 -0.331
O 2.88537 2.25723 -4.33347 -0.567
O 1.27470 0.31987 0.80627 -0.446
O 2.45699 -0.09625 3.03535 -0.613
O -1.71387 -4.72952 7.98003 -0.320
O -3.50678 -2.47369 -5.77878 -0.292
O 6.97978 6.70191 -2.84146 -0.332
O -4.96990 -3.80057 -4.68504 -0.524
O -1.32545 -3.77270 1.72149 -0.598
O 1.15649 2.05203 2.65886 -0.798
N -0.70084 -0.15283 4.48926 -0.719
C -2.78273 -2.79195 7.17668 0.973
C 1.31646 -0.54623 -3.52834 -1.057
C -1.54534 -7.01925 7.16891 -1.120
C 0.66035 0.64765 -4.18152 -0.168
C 0.04733 -2.09882 2.77058 -0.647
C -5.44929 -1.58792 -6.95518 -1.098
C -1.06416 -3.06034 2.66348 0.129
C 5.60610 6.37708 -3.18553 -0.083
C 2.01076 2.48090 -3.54612 0.364
C 7.26134 7.98358 -2.71582 0.315
C -3.02048 -2.95894 -3.52181 0.983
C -1.66217 -6.11859 8.37730 -0.219
C -3.97849 -3.13390 -4.72712 0.246
C 8.74821 8.15513 -2.31502 0.901
C -4.21489 -0.40513 1.67127 -0.791
C -1.66983 -0.02675 2.03785 -0.849
C 2.07569 3.64746 -2.52653 0.909
C -3.04209 -0.34368 2.63524 -0.165
C -2.89773 -4.28042 7.59177 0.312
C 5.37155 6.52156 -4.67057 -1.110
C -4.29718 -2.56653 -6.98444 -0.236
B -0.43207 -0.50005 3.00277 0.722
H -5.10173 -0.81605 2.14538 0.424
H -2.54917 -6.34715 8.96714 0.327
H -0.94881 -0.98184 5.01509 -0.046
H 0.61116 -2.35409 3.67693 0.309
H 1.03941 0.82919 -5.18677 0.330
H 4.35811 6.19616 -4.90578 0.353
H 5.48270 5.34906 -2.85876 0.224
H -2.43521 -6.95070 6.54496 0.321
H 0.70460 -2.22668 1.90647 0.277
H -3.29467 0.46226 3.33113 0.285
H 0.08193 0.27110 4.97111 0.211
H 3.09884 0.61396 3.15490 0.316
H -1.73083 -3.10641 3.55904 0.252
H -5.98400 -1.62423 -7.90495 0.376
H -4.45657 0.57920 1.27855 0.362
H 4.94151 7.01461 -2.60456 0.332
H -1.43092 -8.05368 7.49483 0.376
H -0.78273 -6.18096 9.01414 0.314
H 0.94911 -0.67350 -2.51018 0.254
H 5.48584 7.55763 -4.98720 0.330
H -4.64545 -3.59260 -7.09691 0.323
H -6.14732 -1.83486 -6.15677 0.316
H -5.08358 -0.57282 -6.80090 0.300
H -1.59722 1.06269 1.92286 0.464
H -0.42110 0.54215 -4.21566 0.264
H -3.02728 -1.25293 3.24401 -0.033
H -3.59501 -2.33835 -7.78326 0.313
H 1.52315 1.16819 0.41671 0.195
H 1.07846 -1.44568 -4.09678 0.361
H -1.58289 -0.45083 1.03239 0.284
H 6.07165 5.90062 -5.22944 0.330
H -0.67685 -6.74452 6.57086 0.311
H 2.39970 -0.43068 -3.50240 0.363
```

HOMO energy   -4.90 eV
Orbital gap   6.9 eV
Energy above the lowest of the compared OMol25 structures with the same formula, charge and spin   0.0 kcal/mol
Charge   -1
DFT total energy   -160997.088 eV
Lowest unoccupied orbital energy   2.0 eV


# 2
This record from OMol25 describes a structure of composition C3H3CoO2 in a non-equilibrium geometry. The level of theory is ωB97M-V/def2-TZVPD.

The geometry in XYZ format:
```
9
Properties=species:S:1:pos:R:3:mulliken_spin:R:1
Co 2.17023 0.09387 0.22142 2.653
O 0.78274 -1.26214 -0.16607 0.170
O 0.32738 0.82735 0.34801 0.190
C -2.02622 0.80089 -0.03237 0.664
C -0.07092 -0.40228 0.20840 0.155
C -1.50124 -0.46318 -0.08931 0.124
H -2.04300 -1.37751 0.15026 0.024
H -1.75460 1.54290 -0.78702 0.007
H -2.79282 1.05833 0.70173 0.012
```

HOMO energy (spin up / spin down)   -5.49 / -7.10 eV
Spin multiplicity   5
Orbital gap (spin up / spin down)   3.5 / 5.1 eV
Energy above the lowest of the compared OMol25 structures with the same formula, charge and spin   29.7 kcal/mol
Charge   0
DFT total energy   -44875.218 eV
Lowest unoccupied orbital energy (spin up / spin down)   -2.0 / -2.0 eV


# 3
This record from OMol25 describes a cluster of 2 separate species, C5H17N2O in total in a non-equilibrium geometry. The level of theory is ωB97M-V/def2-TZVPD.

The geometry in XYZ format:
```
25
Properties=species:S:1:pos:R:3:mulliken_spin:R:1
O 2.17413 1.21507 -1.45582 0.120
N -0.84473 -0.32538 -0.55225 -0.058
N 0.97751 -0.04388 1.63112 0.603
C -0.45734 -0.29789 1.83052 0.380
C 1.71965 -0.67230 2.75827 0.840
C -1.47810 -0.57558 -2.98529 -0.005
C -1.22831 0.38500 -1.77455 0.093
C -1.34992 0.20279 0.70579 0.066
H -1.46172 1.33972 0.81578 -0.107
H 1.26080 1.05557 -1.25061 -0.011
H -0.89622 0.23445 2.77681 -0.036
H -1.07094 -0.02423 -3.93332 -0.002
H -2.01443 1.26218 -1.55302 -0.003
H 1.24038 -0.66233 3.76465 0.067
H 1.34757 -0.42646 0.73290 -0.213
H -1.18930 -1.53938 -2.79985 -0.007
H -0.59480 -1.36325 2.18353 0.263
H -0.18020 1.09830 -1.85810 -0.038
H -2.44697 -0.00997 0.80059 -0.002
H 1.86735 -1.68784 2.51505 -0.049
H -1.19458 -1.37053 -0.60679 -0.056
H 2.51326 0.64369 -2.13084 -0.042
H 1.17807 1.00925 1.70598 -0.406
H 2.77980 -0.25185 2.74656 -0.399
H -2.69659 -0.69522 -3.02330 -0.001
```

HOMO energy (spin up / spin down)   -2.95 / -9.17 eV
Spin multiplicity   2
Orbital gap (spin up / spin down)   3.8 / 9.8 eV
Energy above the lowest of the compared OMol25 structures with the same formula, charge and spin   91.2 kcal/mol
Charge   0
DFT total energy   -10482.343 eV
Lowest unoccupied orbital energy (spin up / spin down)   0.8 / 0.6 eV


# 4
This record from OMol25 describes a structure of composition C7H12MnO15S in a non-equilibrium geometry. The level of theory is ωB97M-V/def2-TZVPD.

The geometry in XYZ format:
```
36
Properties=species:S:1:pos:R:3:mulliken_spin:R:1
Mn -0.71289 -1.67509 -0.63161 4.763
S 1.91212 0.73704 -0.40066 0.011
O -2.28203 -3.24191 -0.11443 0.055
O 1.26032 2.25889 -0.32351 0.001
O -3.72905 -4.64020 0.95221 0.003
O 2.66253 0.45782 0.83622 0.001
O -0.08711 -1.40519 1.41240 0.142
O 0.92549 -0.16448 -0.93841 0.015
O -3.17215 0.65568 0.97523 0.234
O 0.66065 -4.02624 -3.39633 0.001
O -1.94228 0.17319 -0.80784 0.067
O -0.17631 -2.04830 -2.69209 0.038
O -1.15186 -0.58915 3.17802 0.599
O 1.00697 -0.19849 3.00933 0.005
O -3.39980 -2.54232 1.62493 0.066
O 0.42747 -3.35658 -1.24120 0.042
O -2.77056 2.15955 -0.69130 0.004
C -0.08792 -0.78087 2.51638 -0.031
C 0.38389 3.95404 1.16179 0.001
C 3.15946 0.94730 -1.71152 0.002
C -2.64081 0.96277 -0.14474 -0.010
C 0.36170 -3.13824 -2.46000 -0.011
C -3.11468 -3.43617 0.80251 -0.001
C 1.65956 3.18207 0.67592 0.001
H 2.48388 3.80588 0.33027 0.000
H 1.79152 -0.42284 2.50361 0.003
H 2.62110 1.15263 -2.63678 0.000
H 3.73573 0.02208 -1.71266 0.000
H 2.03323 2.52391 1.46032 0.000
H 0.62120 4.61738 1.99352 0.000
H 0.17606 4.51524 0.25077 0.000
H 0.36303 -3.38573 -4.04654 0.002
H -0.47639 3.32273 1.38420 -0.001
H -4.23705 -4.31256 1.69800 -0.001
H 3.81985 1.77508 -1.45314 0.000
H -2.08478 2.14096 -1.36284 0.001
```

HOMO energy (spin up / spin down)   -5.08 / -4.72 eV
Spin multiplicity   7
Orbital gap (spin up / spin down)   6.9 / 3.9 eV
Charge   -1
DFT total energy   -80324.037 eV
Lowest unoccupied orbital energy (spin up / spin down)   1.8 / -0.8 eV


# 5
This record from OMol25 describes a cluster of 2 separate species, C6H11N2S in total in a non-equilibrium geometry. The level of theory is ωB97M-V/def2-TZVPD.

The geometry in XYZ format:
```
20
Properties=species:S:1:pos:R:3:nbo_charge:R:1
S 1.66223 -0.73148 0.90227 0.501
N 0.06071 1.99230 1.04073 -1.068
N 0.46979 0.09573 -1.24739 -0.442
C -2.27345 -0.22609 0.02509 -0.355
C 1.70980 0.10503 -1.55907 0.232
C 2.69685 -0.19827 -0.46229 -0.641
C -1.97174 -1.61325 -0.38929 -0.340
C -1.01496 -0.92629 0.57225 -0.385
C 0.21480 -0.41790 0.04389 0.288
H 3.43326 -0.84655 -0.77765 0.282
H -2.50283 -2.46984 0.00993 0.252
H -2.14501 0.57725 -0.66812 0.256
H -3.06284 -0.04498 0.74521 0.250
H 3.19419 0.83640 -0.12435 0.301
H 0.95413 2.10944 1.51899 0.367
H -0.21272 2.98405 1.01829 0.385
H -1.05128 -1.40917 1.51159 0.269
H 1.90290 0.48008 -2.51586 0.237
H -0.63386 1.61498 1.69895 0.370
H -1.42997 -1.91145 -1.34318 0.242
```

HOMO energy   -14.24 eV
Orbital gap   9.0 eV
Energy above the lowest of the compared OMol25 structures with the same formula, charge and spin   67.9 kcal/mol
Charge   +1
DFT total energy   -20207.210 eV
Lowest unoccupied orbital energy   -5.3 eV


# 6
This record from OMol25 describes a structure of composition C25H24BF2N7Ru in a non-equilibrium geometry. The level of theory is ωB97M-V/def2-TZVPD.

The geometry in XYZ format:
```
60
Properties=species:S:1:pos:R:3:mulliken_spin:R:1
Ru 0.48797 0.23596 0.05818 0.831
F 1.34787 3.00718 0.64291 -0.001
F 1.73315 1.50573 2.29311 0.005
N -0.02457 -1.19188 2.65353 0.008
N -1.27777 0.78068 0.88700 0.125
N 5.33007 -2.61663 -2.76302 0.005
N -0.28385 1.09777 -1.62891 0.001
N 2.11408 -0.59353 -1.07044 -0.038
N -1.19945 2.09498 -1.63026 0.010
N 0.71458 -1.22537 1.51664 -0.003
C -2.14145 4.93186 0.53508 0.005
C -3.57387 -1.55144 3.60312 0.023
C 0.71289 -1.54702 3.70850 0.004
C 4.38715 -0.61495 -1.82420 -0.007
C 4.28419 -1.95662 -2.22748 0.006
C -4.41192 -2.40938 4.50881 -0.002
C 3.03867 -2.58164 -2.03884 -0.001
C -4.14720 -0.56172 2.80091 -0.014
C 1.99769 -1.81542 3.26975 0.005
C -1.62273 2.14462 0.78007 -0.009
C 2.01211 -1.87509 -1.46833 0.018
C -2.21104 -1.73832 3.48920 -0.008
C -0.94720 1.48988 -3.73350 0.006
C -1.43564 -0.95810 2.63101 0.019
C -3.38972 0.18720 1.93096 0.028
C 1.95325 -1.59078 1.90676 -0.007
C -1.77894 4.17291 -0.56423 -0.002
C -1.54545 2.80837 -0.44705 0.003
C -1.61899 2.34089 -2.88072 0.003
C -2.23692 4.27741 1.76135 -0.002
C -1.99643 0.02910 1.81851 -0.018
C -2.36702 6.41350 0.41696 0.001
C -1.97487 2.92810 1.88400 0.021
C 3.29936 0.00991 -1.26931 0.020
C -0.12784 0.73344 -2.90589 0.008
B 1.22979 1.75749 1.07824 -0.028
H -2.49987 4.84409 2.64649 0.000
H -1.05606 1.41598 -4.80025 0.000
H 3.36187 1.04716 -0.96811 -0.003
H -5.26454 -1.85259 4.89569 0.001
H -3.83379 -2.77495 5.35686 0.000
H -1.43815 6.96271 0.58257 0.000
H -2.03230 2.46011 2.85784 0.000
H -1.73021 -2.52006 4.06449 -0.001
H -3.87393 0.92524 1.30563 0.000
H -5.21639 -0.39229 2.84646 0.000
H 0.28410 -1.57497 4.69510 0.000
H 5.23154 -3.55907 -3.09430 0.000
H 0.54382 -0.06906 -3.15739 -0.002
H 5.31159 -0.06767 -1.94867 0.000
H -1.65373 4.65010 -1.52850 0.000
H 1.05023 -2.35051 -1.31213 -0.004
H 2.74324 -1.68136 1.18251 -0.006
H 2.83881 -2.11963 3.86583 0.000
H -2.73790 6.68057 -0.57203 0.000
H 2.88014 -3.60944 -2.33582 0.000
H -4.80200 -3.27774 3.97434 0.002
H -3.08935 6.76054 1.15461 0.000
H 6.19717 -2.14669 -2.95022 0.000
H -2.37903 3.07850 -3.07017 0.000
```

HOMO energy (spin up / spin down)   -9.75 / -9.74 eV
Spin multiplicity   2
Orbital gap (spin up / spin down)   7.6 / 6.2 eV
Energy above the lowest of the compared OMol25 structures with the same formula, charge and spin   0.0 kcal/mol
Charge   +1
DFT total energy   -45437.306 eV
Lowest unoccupied orbital energy (spin up / spin down)   -2.2 / -3.5 eV